The following is a quantum chemistry calculation of a single C4H6FNO molecule, from the OMol25 dataset.

Element x y z (Å)
C (-0.10, 0.90, -1.38)
C (0.78, -0.19, -1.02)
C (1.11, -0.89, 0.10)
C (-0.96, -0.34, 1.45)
H (-1.13, 0.57, -1.39)
H (-0.02, 1.79, -0.65)
H (1.31, -0.73, -1.80)
H (1.98, -1.53, 0.13)
H (0.76, -1.07, 2.21)
H (-1.47, 0.10, 0.34)
N (0.35, -1.03, 1.35)
O (-1.46, -0.23, 2.51)
F (0.33, 1.45, -2.59)

## Properties
Charge: 0
Total energy in eV: -10498.1136
Spin multiplicity: 1
SMILES: O=CN/C=C\CF
Largest force on an atom in eV/Å: 6.92

***

The following is a quantum chemistry calculation of a single C4H6FNOS molecule, from the OMol25 dataset.

Element x y z (Å)
C (-2.24, -0.23, 0.72)
C (0.35, -0.52, -0.46)
C (1.29, -1.51, -0.36)
C (0.38, 0.90, -0.41)
H (-3.23, -0.79, 1.04)
H (-1.63, -0.24, 1.63)
H (-2.50, 0.85, 0.36)
H (1.02, -2.50, -0.31)
H (2.47, 0.90, -0.34)
H (1.82, 2.37, -0.36)
N (1.62, 1.38, 0.15)
O (-0.61, 1.59, -0.86)
F (2.61, -1.18, -0.02)
S (-1.34, -1.02, -0.76)

## Properties
Charge: 0
Total energy in eV: -21333.2361
Spin multiplicity: 1
SMILES: CS/C(=C/F)C(N)=O
Largest force on an atom in eV/Å: 5.72

***

The following is a quantum chemistry calculation of a single C4H6FNOS molecule, from the OMol25 dataset.

Element x y z (Å)
C (-2.16, -1.15, 0.01)
C (-1.15, -0.09, -0.30)
C (1.45, 0.09, 0.47)
C (2.77, 0.24, 0.36)
H (-3.10, -0.67, 0.25)
H (-1.83, -1.76, 0.88)
H (-2.28, -1.82, -0.87)
H (0.94, 0.35, 1.40)
H (3.43, 0.64, 1.16)
H (0.13, 1.66, -1.02)
N (-1.50, 1.14, -0.22)
O (-0.60, 2.10, -0.56)
F (3.42, -0.10, -0.76)
S (0.48, -0.63, -0.82)

## Properties
Charge: 0
Total energy in eV: -21333.0004
Spin multiplicity: 1
SMILES: C/C(=N/O)S/C=C\F
Largest force on an atom in eV/Å: 1.07

***

The following is a quantum chemistry calculation of a single C4H6FNOS molecule, from the OMol25 dataset.

Element x y z (Å)
C (0.93, 1.61, -0.12)
C (1.01, 0.02, 0.08)
C (-0.15, -0.64, 0.93)
C (-1.21, -0.88, -1.12)
H (1.52, 1.87, -1.10)
H (1.37, 1.98, 0.79)
H (2.19, -0.18, 0.44)
H (-0.25, -0.21, 2.10)
H (0.17, -1.77, 0.90)
H (-2.18, -0.94, 0.53)
N (-1.39, -0.50, 0.15)
O (-1.99, -0.99, -2.17)
F (-0.63, 1.81, 0.06)
S (0.62, -1.18, -1.46)

## Properties
Charge: 0
Total energy in eV: -21332.5222
Spin multiplicity: 1
SMILES: O=C1NC[C@H](CF)S1
Largest force on an atom in eV/Å: 7.33